# 1
Entry from the Open Molecules 2025 dataset: a molecular structure, C39H27F3N9O2PbS at a distorted geometry (wB97M-V/def2-TZVPD).

The total charge is +1. The LUMO energy comes out at -3.2 eV. The relative energy (zero: lowest compared OMol25 entry of this formula, charge and spin) is 87.8 kJ/mol. For the highest occupied orbital energy, the calculation gives -11.30 eV.

Element x y z (Å)
Pb  -21.997  -6.651  9.544
C  -20.568  -9.710  6.102
C  -21.021  -9.088  7.291
N  -21.084  -7.699  7.304
C  -20.781  -7.052  6.245
C  -20.386  -7.753  5.058
N  -20.329  -9.026  5.009
C  -20.873  -5.544  6.392
C  -20.135  -4.686  5.584
C  -20.047  -3.328  5.823
C  -20.744  -2.883  6.964
C  -21.578  -3.810  7.661
N  -21.646  -5.073  7.394
C  -22.427  -3.149  8.777
C  -22.841  -1.834  8.674
N  -23.481  -1.199  9.649
C  -23.757  -1.965  10.682
C  -23.457  -3.321  10.762
N  -22.746  -3.910  9.836
C  -19.055  -2.461  5.138
C  -18.911  -2.586  3.756
C  -18.122  -1.574  3.156
N  -17.451  -0.635  3.818
C  -17.564  -0.581  5.125
C  -18.371  -1.463  5.844
H  -20.423  -10.726  6.034
H  -21.252  -9.605  8.287
H  -20.247  -7.109  4.168
H  -19.546  -5.176  4.783
H  -20.655  -1.845  7.223
H  -22.584  -1.264  7.731
H  -24.302  -1.536  11.504
H  -23.806  -3.945  11.596
H  -19.311  -3.447  3.094
H  -17.895  -1.519  2.037
H  -17.068  0.319  5.561
H  -18.447  -1.522  6.956
S  -23.203  -7.219  13.956
C  -22.216  -5.815  14.475
C  -22.387  -5.353  15.750
C  -21.559  -4.306  16.089
C  -20.651  -3.757  15.217
C  -20.556  -4.280  13.927
N  -21.381  -5.299  13.574
H  -23.229  -5.639  16.370
H  -21.714  -3.807  17.065
H  -20.130  -2.951  15.539
H  -19.919  -3.745  13.229
F  -19.106  -5.515  8.813
C  -19.817  -5.805  9.945
F  -18.941  -6.744  10.636
F  -19.737  -4.738  10.738
O  -19.677  -10.217  10.295
C  -20.085  -9.591  11.235
N  -19.801  -9.819  12.519
C  -20.747  -9.274  13.491
C  -21.500  -8.483  12.385
O  -22.551  -7.572  12.503
N  -21.113  -8.652  11.169
C  -20.025  -8.323  14.478
C  -20.250  -8.365  15.856
C  -19.397  -7.691  16.739
C  -18.311  -7.021  16.216
C  -18.071  -6.960  14.868
C  -18.930  -7.626  13.962
C  -21.438  -10.502  14.110
C  -20.543  -11.399  14.763
C  -20.999  -12.623  15.265
C  -22.334  -13.030  14.998
C  -23.222  -12.161  14.429
C  -22.772  -10.953  13.921
H  -19.160  -10.563  12.782
H  -21.068  -8.969  16.181
H  -19.655  -7.656  17.789
H  -17.669  -6.543  16.913
H  -17.170  -6.459  14.427
H  -18.690  -7.556  12.959
H  -19.473  -11.123  14.909
H  -20.315  -13.315  15.734
H  -22.504  -14.093  15.143
H  -24.199  -12.509  14.186
H  -23.547  -10.395  13.417

Cartesian forces (eV/Å) of the 3 atoms listed first:
Pb -0.2 0.2 -0.3
C -1.3 1.7 2.7
C 0.6 0.7 0.1


# 2
Entry from the Open Molecules 2025 dataset: a molecular structure, C25H42Cl2O2P2Pt at a distorted geometry (wB97M-V/def2-TZVPD).

The multiplicity is 5. The total charge is +2. The LUMO energy (spin up / spin down) comes out at -8.1 / -8.2 eV. As for the expectation value of S²: 6.0104. The relative energy (zero: lowest compared OMol25 entry of this formula, charge and spin) is 112.2 kJ/mol. For the highest occupied orbital energy (spin up / spin down), the calculation gives -13.39 / -13.40 eV.

Element x y z (Å)
Pt  0.756  -0.010  -4.459
C  -0.744  -1.922  0.094
C  0.568  -2.242  -0.361
C  0.762  -0.883  1.494
C  -0.622  -1.075  1.233
C  1.502  -1.645  0.539
C  -2.016  -2.316  -0.540
H  -1.845  -3.041  -1.343
H  -2.533  -1.437  -0.970
H  -2.693  -2.765  0.200
C  -1.711  -0.440  1.992
H  -2.694  -0.751  1.623
H  -1.632  0.655  1.924
H  -1.640  -0.698  3.059
C  1.312  0.042  2.498
H  0.886  -0.172  3.488
H  1.044  1.080  2.238
H  2.402  -0.041  2.558
C  2.976  -1.727  0.495
H  3.344  -2.073  1.473
H  3.447  -0.753  0.292
H  3.312  -2.453  -0.255
C  0.876  -3.003  -1.592
H  0.537  -4.045  -1.483
H  1.951  -3.025  -1.798
H  0.367  -2.579  -2.475
C  -0.820  0.505  -5.478
C  -0.537  -0.987  -5.535
C  0.065  -1.547  -6.782
C  1.459  -0.901  -7.095
C  2.054  -0.249  -5.887
C  1.803  1.206  -5.587
C  0.938  2.016  -6.491
C  -0.486  1.383  -6.645
H  -0.600  -1.486  -7.650
H  1.397  -0.219  -7.950
H  0.234  -2.617  -6.618
H  -0.574  0.866  -7.607
H  -1.726  0.770  -4.906
H  -1.290  -1.607  -5.014
H  -1.207  2.208  -6.673
H  0.823  3.013  -6.047
H  2.664  1.722  -5.122
H  1.410  2.191  -7.464
H  2.137  -1.706  -7.398
H  3.056  -0.593  -5.576
P  -3.065  0.902  -1.361
C  -3.982  1.897  -0.105
C  -4.317  0.572  -2.673
P  1.599  0.596  -1.522
C  -2.029  2.107  -2.050
C  3.260  0.286  -2.210
C  1.514  2.364  -1.946
H  -3.531  2.898  -0.057
H  -3.878  1.409  0.874
H  -5.045  1.948  -0.376
H  -4.562  1.515  -3.179
H  -5.218  0.139  -2.216
H  -3.902  -0.144  -3.397
H  1.145  2.518  -2.972
H  2.516  2.792  -1.805
H  0.814  2.819  -1.231
H  -1.733  2.943  -1.400
H  -1.583  2.012  -3.042
H  3.956  0.752  -1.496
H  3.389  0.669  -3.235
H  3.436  -0.800  -2.224
Cl  -1.154  2.921  3.647
C  -0.394  3.962  2.415
Cl  1.368  4.061  2.585
C  -0.723  3.361  1.010
O  -1.431  4.124  0.329
O  -0.254  2.213  0.741
H  -0.820  4.969  2.494

Cartesian forces (eV/Å) of the 3 atoms listed first:
Pt 0.9 -0.7 8.8
C 0.6 0.4 0.2
C -0.3 0.2 0.3